Here is an isolated ion of composition C3H10N3S and charge +1 at a distorted geometry from OMol25. Energies are from wB97M-V/def2-TZVPD.

Output
Net charge: +1
HOMO-LUMO gap: 10.828 eV

CARTESIAN COORDINATES (ANGSTROEM)
C 0.441 0.060 -0.705
C -0.343 0.173 2.868
C -0.641 -0.115 1.418
N 1.440 0.332 -1.573
N -0.491 -0.438 -3.123
N 0.479 -0.030 0.602
S -1.032 -0.340 -1.509
H 0.328 -0.604 3.271
H 0.146 1.171 2.849
H -1.201 0.012 3.534
H -1.378 0.723 0.999
H -0.948 -1.212 1.401
H 2.228 0.950 -1.300
H 1.344 -0.050 -2.458
H -0.770 -1.254 -3.639
H -0.795 0.212 -3.829
H 1.193 0.410 1.193